# 1
Here is an isolated ion of composition C10H16N3 and charge +1 from the OMol25 dataset. Energies are from ωB97M-V/def2-TZVPD.

ORCA input file:
```
! wB97M-V def2-TZVPD RIJCOSX def2/J DEFGRID3
* xyz 1 1
C 0.82919 2.80568 -0.98311
C 1.79182 2.16576 -1.65434
C 0.04226 2.07549 -0.02033
C 1.77782 0.79493 -1.76169
C 0.07350 0.70056 -0.02035
C 0.89947 0.04231 -0.90903
C -0.56208 -1.52082 1.21406
C -0.99948 -0.17130 0.76468
C -2.31137 -0.08062 -0.09140
C -1.21167 0.46901 2.09898
N 0.91847 -1.32457 -0.82948
N -1.50596 -2.43353 1.21977
N 2.21340 -1.82809 -1.13720
H 0.87796 3.91817 -0.92092
H 2.51648 2.75212 -2.26840
H -0.53829 2.62253 0.76491
H 2.35691 0.21685 -2.51412
H 0.32284 -1.73325 1.84236
H -3.26533 0.15003 0.44736
H -2.56147 -0.94242 -0.67834
H -2.20167 0.73929 -0.69549
H -1.86016 -0.13130 2.63802
H -1.47532 1.50294 2.03877
H -0.28376 0.46716 2.74534
H -2.26289 -2.31652 0.60747
H 2.24735 -2.46706 -1.99852
H -1.33618 -3.28806 1.83630
H 2.74997 -2.22927 -0.26257
H 2.75820 -0.95600 -1.47272
*
```

Calculated values
- Energy relative to the best compared isomer or geometry (same formula, charge and spin): 361.9 kJ/mol
- Highest occupied orbital energy: -10.6 eV
- LUMO energy: -0.1218 hartree

=====

# 2
Here is an isolated ion of composition C10H16N3O and charge +1 from the OMol25 dataset. Energies are from ωB97M-V/def2-TZVPD.

ORCA input file:
```
! wB97M-V def2-TZVPD RIJCOSX def2/J DEFGRID3
* xyz 1 3
C 2.47565 -0.72718 2.12759
C 2.21514 0.57177 1.70919
C 1.91723 -1.83514 1.47400
C 1.08890 -1.55948 0.31369
C 0.63351 -0.25743 0.15252
C -0.44979 0.06386 -0.83077
C -0.83899 2.55341 -0.58283
C -2.01883 1.29607 -2.39352
C -2.52400 0.65018 -0.01295
C -1.45592 1.18451 -0.91718
N 1.20623 0.76616 0.90201
N 2.40123 -3.05657 1.72052
N 0.80863 -2.61004 -0.53533
O -0.61765 -0.81535 -1.68898
H 3.23823 -0.72469 2.80758
H 2.78401 1.40566 2.19269
H -0.34508 2.46788 0.34646
H -0.24529 2.86485 -1.45521
H -1.61488 3.34064 -0.52799
H -2.48878 2.29828 -2.64028
H -2.86723 0.53466 -2.49726
H -1.16277 1.10294 -3.09874
H -3.28089 1.42246 -0.04946
H -3.15882 -0.23751 -0.45937
H -2.37041 0.40814 1.02566
H 0.85443 1.67946 0.59103
H 2.95508 -2.94278 2.50744
H 1.93625 -3.88576 1.42090
H 0.82256 -3.67150 -0.32400
H 0.10226 -2.28749 -1.27742
*
```

Calculated values
- Energy relative to the best compared isomer or geometry (same formula, charge and spin): 0.0 kJ/mol
- Highest occupied orbital energy (alpha / beta): -9.7 / -13.1 eV
- LUMO energy (alpha / beta): -0.1192 / -0.2448 hartree

=====

# 3
Here is a 2-piece molecular cluster, C10H16N3O2 overall from the OMol25 dataset. Energies are from ωB97M-V/def2-TZVPD.

ORCA input file:
```
! wB97M-V def2-TZVPD RIJCOSX def2/J DEFGRID3
* xyz 1 1
C 4.04162 -0.63242 0.25835
C 3.24308 -1.07412 -0.76645
C 3.53441 0.37178 1.00071
C 2.06711 -0.54188 -1.17898
C 2.18108 0.90600 0.76680
C -1.35627 0.11076 1.41005
C -1.30422 -1.32684 -0.50720
C -2.59018 0.91742 0.87702
C -2.57564 -0.53253 -1.01981
C 1.53223 0.46048 -0.44630
N -0.53207 -0.48736 0.40826
N 0.52706 1.24325 -0.99293
N -3.35292 -0.02410 0.08425
O 0.24165 0.97934 -2.14516
O -0.02033 2.18582 -0.44323
H 5.05719 -0.96486 0.35977
H 3.67298 -1.90549 -1.28827
H 4.14701 0.78027 1.88236
H 1.69575 -0.81436 -2.27399
H 1.76031 0.54351 1.73291
H 1.95400 2.08165 0.75449
H -0.71370 0.77983 2.02306
H -1.81038 -0.71794 1.96253
H -1.53297 -2.26586 0.15354
H -0.78630 -1.51593 -1.48845
H -3.19552 1.12650 1.70028
H -2.44114 1.70287 0.16795
H -2.22686 0.28287 -1.63616
H -3.23408 -1.19500 -1.56457
H -3.78046 -0.81258 0.63996
H -4.20245 0.33893 -0.43079
*
```

Calculated values
- Energy relative to the best compared isomer or geometry (same formula, charge and spin): 562.5 kJ/mol
- Highest occupied orbital energy (alpha / beta): -12.6 / -10.1 eV
- LUMO energy (alpha / beta): -0.1509 / -0.1678 hartree

=====

# 4
Here is one molecule with the formula C10H16N4O4 from the OMol25 dataset. Energies are from ωB97M-V/def2-TZVPD.

ORCA input file:
```
! wB97M-V def2-TZVPD RIJCOSX def2/J DEFGRID3
* xyz 0 1
C 3.92236 -0.71687 -1.13584
C 3.47448 -0.86086 0.28686
O 4.44557 -0.18518 1.06786
C 2.08501 -0.18059 0.17635
N 1.05120 -0.88782 -0.63996
C -0.14597 -1.19252 -0.16921
O -0.86306 -2.04427 -0.65995
C -0.68388 -0.56352 1.06009
N -0.52711 0.99243 0.97352
C -2.08912 -1.13625 1.31556
C -3.09618 -0.27383 0.51166
C -3.66657 -0.67348 -0.68514
N -4.55726 0.25938 -1.11788
C -4.28230 1.37196 -0.20769
N -3.55665 0.97055 0.79360
C 2.13931 1.28919 -0.29481
O 3.17369 2.01202 0.05346
O 1.19444 1.60240 -1.05822
H 4.71722 -1.50740 -1.29445
H 3.24649 -1.03744 -2.15816
H 4.30162 0.46370 -1.20862
H 3.38728 -1.89730 0.71749
H 4.06099 0.68737 0.88874
H 1.65392 -0.01680 1.18761
H 1.29474 -1.72338 -1.39305
H -0.15962 -0.64722 2.12851
H -1.02542 1.33243 0.09977
H -1.26908 1.39811 1.69651
H -2.02581 -2.20175 0.94597
H -2.42183 -1.01244 2.33097
H -3.51690 -1.79307 -1.00584
H -5.19855 0.17942 -1.88234
H -4.70686 2.36435 -0.25742
H 1.24253 2.61034 -1.23285
*
```

Calculated values
- SMILES: C[C@@H](O)[C@H](NC(=O)[C@@H](N)Cc1c[nH]cn1)C(=O)O
- Energy relative to the best compared isomer or geometry (same formula, charge and spin): 493.4 kJ/mol
- Highest occupied orbital energy: -8.5 eV
- LUMO energy: 0.0152 hartree

=====

# 5
Here is one molecule with the formula C10H16N4O4 from the OMol25 dataset. Energies are from ωB97M-V/def2-TZVPD.

ORCA input file:
```
! wB97M-V def2-TZVPD RIJCOSX def2/J DEFGRID3
* xyz 0 1
C 3.07835 -1.27696 -1.12712
C 2.50265 -1.42387 0.28156
O 3.35759 -0.78060 1.18894
C 1.13626 -0.82170 0.35890
N 0.80829 -0.50137 1.68330
C 0.05694 -1.79329 -0.24572
O 0.37603 -2.86859 -0.73279
N -1.24363 -1.38634 -0.35864
C -2.08413 -0.38461 0.25858
C -2.20301 0.95808 -0.54511
C -1.02808 1.86360 -0.32049
C -0.33439 2.60597 -1.22792
N 0.61323 3.32799 -0.51098
C 0.39302 3.04038 0.77244
N -0.56838 2.20212 0.98029
C -3.48669 -0.95151 0.48972
O -4.47099 -0.30635 0.87371
O -3.62920 -2.15078 -0.10966
H 3.08510 -0.19232 -1.39713
H 2.43200 -1.73311 -1.90524
H 4.09098 -1.68011 -1.21937
H 2.41462 -2.51993 0.53543
H 3.41236 -1.35634 1.97467
H 1.20595 0.06364 -0.35702
H 0.06633 0.23155 1.76339
H 1.68583 0.03268 1.97341
H -1.75320 -2.07439 -0.86713
H -1.72642 -0.02244 1.26590
H -3.11678 1.39958 -0.16664
H -2.43830 0.86322 -1.61939
H -0.44090 2.70727 -2.32157
H 1.21777 4.01488 -0.96821
H 1.06038 3.48310 1.51814
H -4.46959 -2.56945 0.08176
*
```

Calculated values
- SMILES: C[C@@H](O)[C@H](N)C(=O)N[C@@H](Cc1c[nH]cn1)C(=O)O
- Energy relative to the best compared isomer or geometry (same formula, charge and spin): 152.3 kJ/mol
- Highest occupied orbital energy: -8.9 eV
- LUMO energy: 0.0195 hartree

=====

# 6
Here is C10H16N6RuSe2Te2 as an isolated structure from the OMol25 dataset. Energies are from ωB97M-V/def2-TZVPD.

ORCA input file:
```
! wB97M-V def2-TZVPD RIJCOSX def2/J DEFGRID3
* xyz 2 5
Ru 0.23529 -1.63676 0.28889
Se 0.87500 -2.18043 2.59360
Te -1.44905 -2.92320 2.08503
Te -1.40809 -3.72028 -0.59799
Se -1.43330 -1.36068 -1.45184
C -2.25008 2.04445 -1.23476
N -2.88841 1.85793 0.10222
C -3.35012 3.17052 0.65191
C -2.04317 1.03337 1.07973
C -0.57218 1.33294 1.02100
C -0.10901 2.56278 1.49504
C 1.22252 2.92924 1.38690
C 2.12043 2.05388 0.79678
C 1.67848 0.81187 0.36122
C 0.34961 0.42070 0.49815
H -2.97121 2.51575 -1.89770
H -1.95694 1.07758 -1.63135
H -1.37551 2.67743 -1.11866
H -3.72876 1.30078 -0.04801
H -2.49761 3.83606 0.74137
H -3.81620 3.01371 1.62099
H -4.07046 3.60026 -0.04015
H -2.23131 -0.00360 0.80826
H -2.46215 1.22186 2.06704
H -0.79862 3.24097 1.98439
H 1.55436 3.88986 1.75687
H 3.16029 2.32849 0.67800
H 2.40429 0.14233 -0.07671
N 3.44046 -5.60371 -1.76181
N 3.06260 -4.30277 -1.53340
N 3.87766 -3.29871 -1.74484
C 3.17609 -2.28408 -1.27680
N 1.97472 -2.68477 -0.82773
N 1.93202 -4.00128 -0.98202
H 4.16586 -5.62379 -2.46872
H 2.63981 -6.16528 -2.02434
H 3.54269 -1.27343 -1.30057
*
```

Calculated values
- Highest occupied orbital energy (alpha / beta): -14.3 / -14.4 eV
- LUMO energy (alpha / beta): -0.2605 / -0.3099 hartree

=====

# 7
Here is a 2-piece molecular cluster, C10H16NS2 overall from the OMol25 dataset. Energies are from ωB97M-V/def2-TZVPD.

ORCA input file:
```
! wB97M-V def2-TZVPD RIJCOSX def2/J DEFGRID3
* xyz 1 1
C 2.64749 -2.11874 -1.83605
C 1.39583 -1.82644 -1.20219
C 3.73582 -2.10065 -0.94429
C 1.43306 -1.76502 0.15514
C 0.42693 -1.59767 1.04181
C 0.50499 2.15938 2.07171
C -2.26027 -0.75876 -1.02532
C -0.25710 1.52496 -0.80434
C -1.01077 1.68717 1.62070
C -2.22082 0.39932 -0.07531
N -0.90138 0.93820 0.34565
S -0.47185 -1.62625 2.27713
S 3.10480 -1.96309 0.70309
H 2.65213 -2.06893 -2.84438
H 0.45836 -1.79216 -1.77466
H 4.72890 -2.45370 -1.01749
H 1.10460 2.61241 1.32934
H 0.33627 2.88386 2.90840
H 0.94817 1.24323 2.49196
H -1.77933 -1.75470 -0.62103
H -3.33211 -1.06045 -1.09600
H -1.93265 -0.57608 -2.00552
H -0.37219 0.77471 -1.55950
H -0.76860 2.40144 -1.26713
H 0.83219 1.92196 -0.62134
H -1.70909 2.57016 1.48419
H -1.57816 1.05543 2.22646
H -2.96483 0.10009 0.66309
H -2.75040 1.19028 -0.62412
*
```

Calculated values
- Energy relative to the best compared isomer or geometry (same formula, charge and spin): 334.1 kJ/mol
- Highest occupied orbital energy (alpha / beta): -11.7 / -11.7 eV
- LUMO energy (alpha / beta): -0.2080 / -0.2080 hartree

=====

# 8
Here is a 2-piece molecular cluster, C10H16O overall from the OMol25 dataset. Energies are from ωB97M-V/def2-TZVPD.

ORCA input file:
```
! wB97M-V def2-TZVPD RIJCOSX def2/J DEFGRID3
* xyz 0 1
C 0.74078 2.87405 1.37731
C -0.36841 2.21253 0.51150
C 0.02178 1.58355 -0.64502
C -0.84648 0.74289 -1.36573
C -1.92491 0.32360 -0.63081
O -2.69362 -0.78010 -0.97168
C -2.35388 0.87038 0.60203
C -1.63568 1.98229 1.04610
H 0.29309 3.19951 2.31622
H 1.02413 3.81466 0.90281
H 1.48972 2.10038 1.48715
H 1.04675 1.77053 -0.94950
H -0.44527 0.21834 -2.21832
H -2.30569 -1.27927 -1.67602
H -3.28004 0.46203 0.96735
H -2.07404 2.55544 1.85560
C 0.88010 -1.96120 1.00524
C 1.73898 -1.75756 -0.26301
C 1.07736 -2.31114 -1.52822
H 0.24369 -2.82223 0.82475
H 1.50085 -2.37390 1.81234
H 0.46856 -1.03059 1.38392
H 2.06506 -0.71187 -0.34158
H 2.74039 -2.18072 -0.11504
H 1.79727 -2.79817 -2.18372
H 0.39967 -3.12552 -1.25242
H 0.39983 -1.57790 -1.95123
*
```

Calculated values
- SMILES: Cc1ccc(O)cc1.CCC
- Energy relative to the best compared isomer or geometry (same formula, charge and spin): 185.6 kJ/mol
- Highest occupied orbital energy: -8.3 eV
- LUMO energy: 0.0345 hartree

=====

# 9
Here is a 2-piece molecular cluster, C10H16O overall from the OMol25 dataset. Energies are from ωB97M-V/def2-TZVPD.

ORCA input file:
```
! wB97M-V def2-TZVPD RIJCOSX def2/J DEFGRID3
* xyz 0 1
C -1.02775 3.20167 2.01616
C -1.32319 3.26692 0.52361
C -0.75204 2.22427 -0.40714
C -1.35395 1.93670 -1.61780
C -0.92400 0.88198 -2.45206
C 0.03767 0.07599 -1.89784
O 0.26954 -1.16981 -2.46944
C 0.83090 0.45877 -0.80378
C 0.46320 1.56738 -0.07425
H -1.41022 2.31259 2.51071
H -1.52344 4.08152 2.43734
H 0.02335 3.32138 2.28174
H -2.41045 3.20527 0.34674
H -1.17717 4.30200 0.21540
H -2.21573 2.54281 -1.86037
H -1.33123 0.55168 -3.39443
H 0.87830 -1.58889 -1.86899
H 1.64105 -0.15671 -0.43006
H 1.16000 1.96510 0.65175
C 1.09520 -3.94082 0.06421
C 1.42524 -4.27362 1.53513
H 1.77053 -3.14681 -0.24741
H 1.31518 -4.82088 -0.54581
H 0.04974 -3.75090 -0.17634
H 1.32961 -5.34304 1.70870
H 2.42568 -3.89018 1.71208
H 0.73400 -3.81436 2.24214
*
```

Calculated values
- SMILES: CCc1ccc(O)cc1.CC
- Energy relative to the best compared isomer or geometry (same formula, charge and spin): 137.0 kJ/mol
- Highest occupied orbital energy: -8.3 eV
- LUMO energy: 0.0327 hartree

=====

# 10
Here is a 2-piece molecular cluster, C10H16O overall from the OMol25 dataset. Energies are from ωB97M-V/def2-TZVPD.

ORCA input file:
```
! wB97M-V def2-TZVPD RIJCOSX def2/J DEFGRID3
* xyz 0 1
C -0.13706 -2.54723 -3.00016
C -0.33322 -1.04023 -2.94149
C 0.37922 -0.30235 -1.83598
C 0.86713 -0.95414 -0.72851
C 1.41345 -0.28452 0.37511
C 1.54489 1.08932 0.26190
O 1.85980 1.89217 1.32939
C 1.29698 1.72469 -0.94996
C 0.61028 1.07868 -1.94901
H -0.50481 -2.96257 -3.93500
H -0.67691 -3.04401 -2.20435
H 0.91529 -2.82427 -2.91491
H -0.22396 -0.55401 -3.92268
H -1.40771 -0.85615 -2.81570
H 0.83540 -2.03509 -0.65440
H 1.65908 -0.86176 1.25914
H 1.82424 1.33488 2.12911
H 1.57472 2.76807 -1.00252
H 0.18252 1.62186 -2.79387
C -1.08531 1.43833 3.67806
C -1.81105 0.29040 2.97396
H -0.48044 1.85362 2.87144
H -1.80907 2.21384 3.91968
H -0.52772 1.17136 4.57056
H -2.29202 -0.39321 3.68496
H -1.14882 -0.37178 2.40374
H -2.52492 0.55410 2.19149
*
```

Calculated values
- SMILES: CCc1ccc(O)cc1.CC
- Energy relative to the best compared isomer or geometry (same formula, charge and spin): 110.6 kJ/mol
- Highest occupied orbital energy: -8.3 eV
- LUMO energy: 0.0334 hartree

=====

# 11
Here is a 2-piece molecular cluster, C10H16O overall from the OMol25 dataset. Energies are from ωB97M-V/def2-TZVPD.

ORCA input file:
```
! wB97M-V def2-TZVPD RIJCOSX def2/J DEFGRID3
* xyz 0 1
C -0.58868 -2.23502 0.81226
C -1.30308 -0.94110 0.49556
C -1.74290 -0.43873 -0.72993
C -2.24461 0.85997 -0.72094
C -2.17334 1.63671 0.41031
O -2.51997 2.95424 0.23432
C -1.93547 1.11797 1.69189
C -1.58594 -0.20086 1.70859
H 0.32070 -2.31730 0.22836
H -1.16176 -3.08091 0.40619
H -0.51168 -2.39694 1.88126
H -1.81299 -1.03853 -1.62043
H -2.70438 1.28547 -1.59738
H -2.61417 3.38237 1.08913
H -2.32535 1.69448 2.52919
H -1.48521 -0.76255 2.62938
C 2.03680 -0.84988 -1.70761
C 3.02887 -0.08757 -0.84212
C 2.35078 1.02588 -0.01679
H 1.46033 -1.56968 -1.09344
H 2.52030 -1.40898 -2.50198
H 1.24381 -0.19624 -2.05994
H 3.59583 -0.75763 -0.18782
H 3.79158 0.38746 -1.48525
H 1.78626 1.67099 -0.70099
H 1.52491 0.63502 0.59500
H 3.04935 1.63136 0.55318
*
```

Calculated values
- SMILES: Cc1ccc(O)cc1.CCC
- Energy relative to the best compared isomer or geometry (same formula, charge and spin): 138.2 kJ/mol
- Highest occupied orbital energy: -8.2 eV
- LUMO energy: 0.0323 hartree

=====

# 12
Here is a 2-piece molecular cluster, C10H16O overall from the OMol25 dataset. Energies are from ωB97M-V/def2-TZVPD.

ORCA input file:
```
! wB97M-V def2-TZVPD RIJCOSX def2/J DEFGRID3
* xyz 0 1
C -2.65571 0.43006 -0.74946
C -1.58880 -0.52114 -1.18751
C -0.76509 -0.14324 -2.22633
C 0.48950 -0.81095 -2.34955
C 0.76269 -1.92614 -1.63182
O 1.90412 -2.58935 -1.60937
C -0.08107 -2.20610 -0.54751
C -1.29045 -1.60709 -0.41619
H -3.41585 -0.02413 -0.05300
H -3.03719 1.11556 -1.62948
H -2.06102 1.22436 -0.26897
H -1.00849 0.56465 -2.95980
H 1.13520 -0.54850 -3.17759
H 1.96716 -2.97358 -0.66455
H 0.27531 -2.97656 0.10585
H -1.95337 -1.95144 0.30171
C 2.02267 2.02067 1.76683
C 0.69680 1.63247 1.14766
C 0.27354 0.61018 2.15849
H 2.68260 1.12657 1.71167
H 1.94463 2.17974 2.81232
H 2.50243 2.83599 1.22348
H -0.07585 2.54949 1.07916
H 0.66150 1.19085 0.21875
H -0.04056 0.96917 3.03508
H -0.45686 -0.00819 1.79256
H 1.11217 -0.16333 2.11755
*
```

Calculated values
- SMILES: Cc1ccc(O)cc1.CCC
- Energy relative to the best compared isomer or geometry (same formula, charge and spin): 284.3 kJ/mol
- Highest occupied orbital energy: -8.3 eV
- LUMO energy: 0.0269 hartree

=====

Record-wise max |F| values, in hartree/bohr: 0.08423; 0.11231; 0.07735; 0.14155; 0.06789; 0.01319; 0.08850; 0.05046; 0.03582; 0.03332; 0.04525; 0.09567
Record-wise energy values, in Eh: -554.54410; -629.78754; -704.87124; -910.52095; -910.65087; -6152.33799; -1241.38391; -465.82709; -465.84563; -465.85567; -465.84515; -465.78952